# 1
Entry from OMol25: 2 unconnected molecules or ions with the total composition C6H17NO (wB97M-V/def2-TZVPD).

```
25
Properties=species:S:1:pos:R:3:forces:R:3:lowdin_spin:R:1
C -1.043259 -0.837181 2.094670 -0.148 -0.186 -0.548 0.12
N -0.980586 -0.906426 0.641282 -1.033 0.773 -0.816 0.02
C 0.273711 -1.182360 -0.055994 0.556 -0.130 0.332 0.03
C 0.938453 -0.023435 -0.819959 0.554 1.007 1.014 0.05
C 1.448059 1.138098 0.064934 -0.486 0.305 1.443 0.02
C 1.137641 2.510658 -0.488678 -0.153 1.053 -0.503 0.03
C 0.102549 -2.304804 -1.070223 -0.390 -0.221 0.665 0.27
H -0.578004 -1.725577 2.533901 0.554 0.405 0.423 0.02
H -2.072354 -0.872509 2.461287 -0.133 0.040 -0.457 0.03
H -0.685301 0.146524 2.401047 0.516 -0.338 0.474 0.01
H -1.713529 -1.507867 0.286112 0.074 0.020 -0.027 0.06
H 0.970932 -1.471981 0.751582 0.165 -0.160 -0.426 0.01
H 1.821503 -0.420554 -1.328530 -0.223 -0.207 -0.239 0.02
H 0.295728 0.442219 -1.568662 -0.252 -0.466 -0.068 0.02
H 1.018242 1.102770 1.083563 -0.297 -0.228 -0.397 0.00
H 2.509044 1.103922 0.327380 0.193 -0.333 -0.551 0.00
H 0.092845 2.823890 -0.483520 -0.349 -0.739 0.043 0.01
H 1.433976 2.574523 -1.540354 0.239 0.141 0.058 0.01
H 1.583508 3.348138 0.066114 0.503 -0.356 -0.066 0.00
H -0.328008 -1.925735 -1.994515 -0.197 0.032 -0.084 0.06
H -0.559869 -3.079237 -0.661340 0.256 -0.067 -0.270 0.07
H 1.070297 -2.725757 -1.321423 0.170 -0.256 -0.091 0.04
H -2.638141 1.384364 -1.121971 -0.074 0.168 0.291 0.04
H -1.721254 0.842048 -0.053154 -0.410 0.111 0.336 0.01
O -2.376179 1.566269 -0.203550 0.365 -0.368 -0.535 0.07
```
Positions in Å, forces in eV/Å.

Properties
Net charge: -1
2S+1: 2
Orbital gap (spin up / spin down) (hartree): 0.095 / 0.336
LUMO level (spin up / spin down) (eV): 3.851 / 3.701

=====

# 2
Entry from OMol25: C6H4O in the gas phase (wB97M-V/def2-TZVPD).

```
11
Properties=species:S:1:pos:R:3:forces:R:3:lowdin_charge:R:1
C -1.778046 0.706420 0.036581 -0.285 0.020 -0.084 -0.03
C -0.446364 -1.878195 -1.804673 0.316 0.464 0.488 0.09
C 0.022622 -1.072841 -0.943520 -0.256 -0.395 -0.463 -0.20
C 0.392590 -0.178294 -0.001939 -0.028 0.048 0.038 -0.34
O -0.434379 0.696699 0.539708 0.266 -0.120 -0.037 -0.03
C 1.735304 -0.108618 0.493556 0.523 -0.091 0.098 -0.02
C 2.892153 -0.136683 0.826217 -0.497 0.003 -0.152 0.18
H -1.792064 1.179843 -0.949068 0.018 -0.063 0.136 0.11
H -2.355601 1.284262 0.755576 0.092 -0.042 -0.097 0.10
H -2.159632 -0.312289 -0.057151 0.048 0.120 0.077 0.09
H 3.923418 -0.180305 1.104712 -0.198 0.056 -0.005 0.05
```
Positions in Å, forces in eV/Å.

Properties
Orbital gap (hartree): 0.316
LUMO level (eV): -1.360

=====

# 3
Entry from OMol25: 2 unconnected molecules or ions with the total composition C7H17P2 (wB97M-V/def2-TZVPD).

```
26
Properties=species:S:1:pos:R:3:forces:R:3:lowdin_charge:R:1
C 0.695592 -1.292096 0.751532 3.200 -1.235 -0.002 -0.25
C 0.214047 -0.141694 1.156497 -0.536 1.036 2.132 -0.43
C 2.203945 -1.731318 0.993737 -1.291 1.092 -0.076 -0.06
C 0.915225 -0.056751 -2.284312 -2.883 -0.630 1.958 -0.01
C 0.771592 2.355665 -1.729359 -0.730 -0.649 1.870 -0.04
C -2.402787 -1.194696 0.505666 1.807 -0.347 0.520 -0.34
C 0.114399 1.121869 -2.078825 1.475 -0.143 1.037 -0.02
P -2.127196 0.691830 2.860195 1.723 0.881 0.938 0.59
P -1.481837 0.384898 0.793875 -1.016 0.653 -0.563 0.61
H 0.072153 -1.961484 0.209987 -0.314 -0.572 -0.529 0.07
H 0.780888 0.471351 1.934187 -0.606 -0.506 -1.419 0.11
H 2.515906 -1.320081 1.958984 -0.085 -0.493 0.063 0.08
H 2.863322 -1.204772 0.294575 -0.181 -0.205 -0.225 0.06
H 2.397930 -2.801690 0.896890 -0.260 0.216 0.210 0.08
H 0.311929 -0.939537 -2.558264 0.682 0.343 -0.357 0.12
H 1.112418 -0.275441 -1.114972 -0.212 0.454 -1.399 0.14
H 1.829936 0.149505 -2.756171 1.309 -0.061 -0.568 0.10
H 0.183713 2.817835 -0.923352 0.316 0.022 -0.095 0.12
H 0.766527 3.045633 -2.489910 -0.381 1.822 -2.295 0.09
H 1.793232 2.244104 -1.487297 1.163 -0.277 0.457 0.10
H -3.433670 -1.299714 0.258238 -0.941 0.910 0.247 0.04
H -2.148441 -1.795054 1.393171 -0.251 -0.282 -0.492 0.04
H -1.925135 -1.584997 -0.374881 0.420 -0.710 -0.341 0.01
H -0.927980 1.186787 -1.866782 -1.037 -0.730 -0.565 0.07
H -3.439915 1.051159 2.753884 -1.063 0.310 -0.631 -0.17
H -1.655791 2.078687 2.902706 -0.310 -0.900 0.122 -0.11
```
Positions in Å, forces in eV/Å.

Properties
Net charge: +1
Orbital gap (hartree): 0.213
LUMO level (eV): -5.859